{"formula": "C18H54O9", "method": "ωB97M-V/def2-TZVPD", "e_homo_ev": -9.99, "smiles": "CC(C)O.CC(C)O.CC(C)O.CC(C)O.CC(C)O.CC(C)O.O.O.O", "homo_lumo_gap_ha": 0.368, "max_force_ev_per_a": 2.88, "energy_ev": -37966.5397, "species": ["O", "H", "H", "O", "H", "H", "O", "H", "H", "C", "C", "C", "O", "H", "H", "H", "H", "H", "H", "H", "H", "C", "C", "C", "O", "H", "H", "H", "H", "H", "H", "H", "H", "C", "C", "C", "O", "H", "H", "H", "H", "H", "H", "H", "H", "C", "C", "C", "O", "H", "H", "H", "H", "H", "H", "H", "H", "C", "C", "C", "O", "H", "H", "H", "H", "H", "H", "H", "H", "C", "C", "C", "O", "H", "H", "H", "H", "H", "H", "H", "H"], "xyz": [[-1.1866, -0.4846, -0.2163], [-1.5841, -0.9217, -0.9694], [-0.2447, -0.5351, -0.3790], [-2.0402, -5.4600, 0.7072], [-2.3421, -6.3608, 0.5900], [-2.0532, -5.0861, -0.1739], [-2.8113, -2.8726, -3.7547], [-2.3058, -3.4765, -4.2989], [-3.4591, -2.4972, -4.3510], [2.6452, -1.2703, -4.8399], [2.7759, -2.2959, -3.6877], [3.9125, -3.3385, -3.8508], [2.9845, -1.6354, -2.4515], [2.5248, -1.7386, -5.8167], [3.6096, -0.7641, -4.8809], [1.8454, -0.5762, -4.5816], [1.9067, -2.9257, -3.4979], [4.2037, -3.8517, -2.9343], [4.7425, -2.7373, -4.2221], [3.5672, -4.1475, -4.4944], [2.9623, -2.2333, -1.7009], [4.8547, 1.8377, 3.0110], [4.6338, 2.7719, 1.8617], [4.9034, 4.2490, 2.2345], [5.5117, 2.3375, 0.8016], [5.2699, 0.8795, 2.6986], [3.9091, 1.7136, 3.5387], [5.6180, 2.2960, 3.6399], [3.6167, 2.7151, 1.4738], [4.8040, 4.7692, 1.2818], [5.8935, 4.4164, 2.6587], [4.2605, 4.5108, 3.0748], [4.9752, 1.6982, 0.3273], [-9.2564, 2.3374, -0.8839], [-7.8361, 1.6725, -0.6137], [-6.7135, 2.6215, -0.8760], [-7.8287, 1.3173, 0.7243], [-9.3575, 3.3090, -0.4002], [-10.0379, 1.7124, -0.4519], [-9.5178, 2.5102, -1.9278], [-7.7672, 0.8328, -1.3053], [-6.5938, 3.4969, -0.2376], [-6.9446, 2.9776, -1.8799], [-5.7899, 2.0466, -0.9442], [-6.9133, 1.1559, 0.9645], [-4.0500, -0.0696, 6.3150], [-3.1060, 0.1525, 5.1753], [-1.8818, -0.6915, 5.3399], [-3.7330, -0.1202, 3.8856], [-5.1005, 0.2020, 6.2116], [-3.7591, 0.4587, 7.2229], [-4.0886, -1.1407, 6.5133], [-2.7826, 1.1934, 5.1829], [-1.5412, -0.5908, 6.3704], [-1.0403, -0.2811, 4.7818], [-2.0288, -1.7670, 5.2405], [-3.0499, 0.0899, 3.2446], [0.0052, 5.4509, -3.0589], [1.0446, 6.3426, -3.6562], [1.5847, 5.7997, -4.9353], [0.4708, 7.6205, -3.9204], [-0.9202, 5.2158, -3.5847], [-0.3398, 5.9788, -2.1699], [0.4390, 4.5891, -2.5515], [1.8277, 6.2859, -2.9002], [1.8738, 4.7636, -4.7587], [2.4117, 6.4006, -5.3134], [0.8702, 5.8230, -5.7582], [1.1093, 8.3372, -3.9359], [2.9593, -7.2451, 1.2176], [3.3204, -6.0423, 2.0503], [4.7971, -5.7198, 2.2113], [2.5093, -4.9293, 1.7327], [1.8824, -7.2745, 1.0516], [3.2654, -8.1832, 1.6806], [3.5200, -7.1974, 0.2841], [2.9781, -6.1956, 3.0738], [5.4657, -5.6798, 1.3514], [5.1622, -6.4855, 2.8958], [4.9742, -4.8180, 2.7975], [1.6040, -5.2485, 1.7468]], "lowdin_charge": [-0.051, 0.024, 0.025, -0.052, 0.027, 0.026, -0.054, 0.027, 0.030, -0.035, -0.495, -0.057, -0.070, 0.079, 0.077, 0.077, 0.119, 0.071, 0.076, 0.074, 0.085, -0.067, -0.496, -0.052, -0.065, 0.080, 0.080, 0.077, 0.128, 0.078, 0.075, 0.080, 0.081, -0.046, -0.515, -0.075, -0.037, 0.072, 0.068, 0.067, 0.128, 0.090, 0.079, 0.079, 0.090, -0.069, -0.497, -0.077, -0.054, 0.079, 0.082, 0.081, 0.130, 0.078, 0.080, 0.090, 0.075, -0.076, -0.525, -0.075, -0.040, 0.087, 0.078, 0.083, 0.136, 0.082, 0.077, 0.084, 0.089, -0.051, -0.521, -0.050, -0.055, 0.077, 0.081, 0.081, 0.126, 0.076, 0.078, 0.078, 0.078]}